{
  "formula": "C3H8N3O2",
  "method": "ωB97M-V with the def2-TZVPD basis set",
  "species": ["N", "C", "O", "O", "H", "H", "C", "C", "N", "N", "H", "H", "H", "H", "H", "H"],
  "coordinates": [[2.16676, -2.74120, -0.51494], [0.91998, -1.92565, -0.46031], [0.18004, -2.11503, 0.52089], [0.77446, -1.11929, -1.40148], [2.51012, -2.72645, 0.44328], [1.90642, -3.70941, -0.65813], [-1.42655, 1.31487, -0.17337], [-0.39065, 1.47053, 0.65021], [-0.20949, 2.71741, 1.33704], [-1.78500, 0.16151, -0.85308], [-2.03956, 2.20055, -0.32379], [0.31733, 0.66311, 0.79849], [0.61729, 3.20641, 1.03393], [-0.23583, 2.67866, 2.34306], [-0.96769, -0.44098, -1.06973], [-2.33763, 0.36498, -1.67207]],
  "forces_ev_per_a": [[0.4852, 0.2201, 0.1139], [-0.0015, -0.0400, -0.0262], [-0.0005, 0.0222, 0.0970], [-0.1988, -0.1033, -0.0982], [-0.0624, -0.1318, -0.0299], [-0.1994, -0.0721, -0.0717], [0.0820, 0.2302, -0.0149], [0.0569, -0.2643, 0.1849], [-0.2938, 0.5004, -0.4132], [0.2775, 0.1135, -0.2187], [-0.2703, -0.1356, 0.0589], [-0.0228, -0.1091, 0.0680], [0.1982, 0.0120, 0.1392], [0.1296, -0.2597, 0.0668], [-0.2657, 0.0976, 0.1688], [0.0858, -0.0801, -0.0248]],
  "mulliken_charge": [-0.6871, 0.6147, -0.7039, -0.7617, 0.2819, 0.2361, -0.2373, -0.2151, -0.5803, -0.4775, 0.2431, 0.3148, 0.2044, 0.2115, 0.3332, 0.2230],
  "gap_ev": 8.12,
  "spin_multiplicity": 1,
  "de_lowest_kcal_mol": 24.5,
  "homo_energy_ev": -3.99,
  "mol_weight_g_mol": 118.1,
  "lumo_energy_ev": 4.12,
  "total_charge": -1
}

=====

{
  "formula": "C28H31O6P",
  "method": "ωB97M-V with the def2-TZVPD basis set",
  "species": ["C", "C", "O", "C", "O", "C", "C", "C", "C", "C", "C", "O", "C", "C", "C", "C", "C", "C", "C", "C", "C", "C", "C", "C", "C", "C", "C", "P", "O", "O", "C", "C", "O", "C", "C", "H", "H", "H", "H", "H", "H", "H", "H", "H", "H", "H", "H", "H", "H", "H", "H", "H", "H", "H", "H", "H", "H", "H", "H", "H", "H", "H", "H", "H", "H", "H"],
  "coordinates": [[2.07801, 1.93931, 2.93229], [1.56498, 0.55485, 3.20249], [1.08309, -0.06073, 1.97051], [-0.14749, 0.35879, 1.62802], [-0.77646, 1.19607, 2.25329], [-0.66197, -0.29230, 0.36494], [0.04440, 0.35820, -0.81953], [-0.08534, 1.87225, -0.66878], [-1.36183, 2.40602, -0.46235], [-1.53904, 3.73646, -0.15890], [-0.41925, 4.59067, -0.03147], [-0.67814, 5.84341, 0.43667], [0.36759, 6.84341, 0.48267], [0.85833, 4.09160, -0.37056], [0.99733, 2.74658, -0.71918], [1.46120, -0.24575, -0.91622], [2.63476, 0.06804, -0.25944], [3.74631, -0.76895, -0.43007], [3.69160, -1.87786, -1.28499], [2.53713, -2.13030, -2.03524], [1.44045, -1.30303, -1.84436], [0.16531, -1.27258, -2.56783], [-0.28741, -2.06849, -3.61724], [-1.50656, -1.74539, -4.21780], [-2.20388, -0.59696, -3.83145], [-1.72844, 0.21213, -2.78376], [-0.58800, -0.18513, -2.10209], [-0.78678, -2.12122, 0.64467], [0.06847, -2.99966, -0.17873], [-0.65142, -2.29180, 2.21168], [0.54708, -2.87012, 2.83981], [0.25464, -4.29492, 3.23571], [-2.36373, -2.35022, 0.49377], [-2.97226, -2.49926, -0.80984], [-4.30221, -3.19277, -0.61849], [2.44305, 2.38425, 3.86050], [2.89072, 1.92299, 2.20007], [1.26502, 2.56521, 2.55354], [0.72612, 0.58955, 3.90495], [2.34291, -0.12245, 3.56270], [-1.73309, -0.04439, 0.31303], [-2.24164, 1.76538, -0.52436], [-2.52581, 4.13875, 0.04809], [-0.14551, 7.71311, 0.90262], [1.19449, 6.52883, 1.13926], [0.74278, 7.07381, -0.52735], [1.74487, 4.73213, -0.32107], [1.97700, 2.37199, -1.01564], [2.71711, 0.96377, 0.35041], [4.65921, -0.54170, 0.12415], [4.56549, -2.51489, -1.40671], [2.45532, -2.94890, -2.74960], [0.30402, -2.92668, -3.92123], [-1.91016, -2.38349, -5.00254], [-3.13434, -0.32869, -4.32682], [-2.24537, 1.12880, -2.50928], [0.74158, -2.23780, 3.71619], [1.39575, -2.81922, 2.13943], [1.13007, -4.70857, 3.73860], [-0.59931, -4.34132, 3.91841], [0.04227, -4.89559, 2.34528], [-3.10545, -1.50801, -1.26904], [-2.30178, -3.08651, -1.45641], [-4.92476, -3.02069, -1.49613], [-4.13071, -4.26710, -0.53216], [-4.82029, -2.83289, 0.27294]],
  "forces_ev_per_a": [[0.0690, 0.3868, -0.0867], [-0.1838, -0.3853, -0.1283], [-0.4920, 0.3898, 0.5726], [-0.7776, 0.8492, 0.8897], [0.6198, -1.0248, -0.5079], [-0.8271, -0.3041, 1.1752], [0.9856, 0.2717, -1.3686], [0.1593, -0.0242, -0.4213], [0.0065, 0.1464, 0.0836], [0.4893, 0.5971, 0.1867], [0.4425, -0.5962, -0.2193], [0.4612, 0.3127, -0.1871], [-0.5556, -0.6505, -0.0586], [-0.5998, 0.5669, 0.2359], [-0.0976, -0.1756, 0.1554], [-0.2073, -0.0292, -0.6766], [0.4065, -0.2275, -0.0752], [-0.1072, -0.0419, -0.0630], [-0.1980, 0.1802, -0.1191], [0.0152, 0.2341, 0.2454], [0.2492, 0.2339, 0.1654], [-0.2151, -0.0167, -0.2790], [-0.0898, 0.2936, 0.3517], [0.0099, 0.0594, 0.0602], [0.2463, 0.1091, 0.2466], [-0.1243, -0.3598, -0.0481], [0.0290, -0.3258, -0.2874], [0.1181, -0.5408, -0.7155], [-0.3832, 0.2749, 0.5013], [0.2820, -0.0659, 0.1771], [-0.2548, 0.2676, -0.3593], [-0.0977, -0.0565, -0.0602], [0.4007, -0.0803, 0.1185], [0.1710, 0.1797, -0.1314], [0.1904, -0.2521, -0.1501], [0.0562, -0.0185, -0.0509], [-0.0566, 0.0591, 0.1808], [0.1731, -0.0520, 0.0140], [0.2245, -0.1042, -0.0364], [-0.1021, 0.0810, -0.0630], [0.3915, 0.1922, 0.1275], [0.2452, 0.2054, 0.2155], [0.1309, -0.0187, -0.0387], [0.3249, -0.1126, -0.1023], [-0.2610, 0.0871, -0.2097], [-0.0938, -0.1274, 0.3070], [-0.3994, -0.2146, -0.1122], [-0.2720, 0.1516, 0.1856], [-0.0374, -0.4280, 0.0123], [-0.1906, -0.1052, -0.2606], [-0.1580, 0.1234, 0.0719], [0.2611, 0.1265, 0.2142], [-0.1734, 0.0673, -0.1201], [0.1063, 0.1782, 0.1118], [0.2107, -0.0370, -0.0004], [-0.0332, -0.2711, -0.1031], [-0.0179, -0.1365, -0.3093], [-0.3435, 0.0947, 0.2232], [-0.0138, -0.0610, 0.0136], [0.1155, -0.0133, -0.1191], [0.0269, 0.0766, 0.1687], [0.1043, -0.2138, 0.2447], [-0.1751, 0.2250, 0.1750], [-0.0800, -0.0167, 0.0093], [-0.1808, 0.0317, 0.1599], [0.0767, 0.0350, -0.1318]],
  "mulliken_charge": [-1.1277, -0.4487, 0.0628, -0.4210, -0.6510, -0.2546, 3.3351, -0.0576, -0.4942, -1.1660, 0.7819, -0.4517, -0.7924, -0.9489, 0.0026, -0.3984, 0.5833, -1.2499, -1.1372, -0.4133, -0.3996, 0.0517, -0.5463, -0.9749, -0.8077, -0.1713, -0.5418, 0.8866, -0.7307, -0.3958, 0.0758, -1.4205, -0.5345, 0.4722, -1.5453, 0.4527, 0.2536, 0.2419, 0.4378, 0.3299, 1.1087, 0.4685, 0.4134, 0.2502, 0.3052, 0.3170, 0.3869, 0.7237, 0.3278, 0.4300, 0.3897, 0.4119, 0.4118, 0.3834, 0.4159, 0.4832, 0.2594, 0.2443, 0.4140, 0.3089, 0.3198, 0.0183, 0.2356, 0.4233, 0.3390, 0.3233],
  "gap_ev": 8.79,
  "spin_multiplicity": 1,
  "de_lowest_kcal_mol": 0.0,
  "homo_energy_ev": -8.04,
  "mol_weight_g_mol": 494.5,
  "lumo_energy_ev": 0.75
}